Below is C26H21N3O5 in the gas phase at a distorted geometry, with properties calculated with ωB97M-V with the def2-TZVPD basis set.

**Energy above the lowest of the compared OMol25 structures with the same formula, charge and spin**: 103.9 kJ/mol
**LUMO**: 0.07 eV
**Gap between HOMO and LUMO**: 8.045 eV
**Structure (SMILES)**: COc1ccc(-c2cc(C(=O)N/N=C/c3ccc4c(c3)OCO4)c3ccccc3n2)c(OC)c1
**Calculated total energy**: -42009.0744 eV

Each atom is followed by the atoms it is bonded to, with distances in Å.
Geometry (Å):
1 C 4.586 2.090 -2.471  O2 1.407, H35 1.089, H36 1.095, H37 1.094
2 O 3.887 2.316 -1.270  C1 1.407, C3 1.366
3 C 2.558 2.007 -1.226  O2 1.366, C4 1.388, C34 1.394
4 C 1.834 1.442 -2.267  C3 1.388, C5 1.384, H38 1.078
5 C 0.497 1.144 -2.070  C4 1.384, C6 1.385, H39 1.080
6 C -0.145 1.396 -0.869  C5 1.385, C7 1.471, C31 1.411
7 C -1.539 0.980 -0.652  C6 1.471, C8 1.416, N30 1.308
8 C -1.918 -0.321 -1.062  C7 1.416, C9 1.372, H40 1.078
9 C -3.146 -0.819 -0.703  C8 1.372, C10 1.488, C24 1.422
10 C -3.493 -2.239 -0.987  C9 1.488, O11 1.213, N12 1.376
11 O -4.551 -2.640 -1.422  C10 1.213
12 N -2.491 -3.140 -0.708  C10 1.376, N13 1.333, H41 1.025
13 N -1.302 -2.772 -0.231  N12 1.333, C14 1.271
14 C -0.320 -3.576 -0.154  N13 1.271, C15 1.448, H42 1.096
15 C 0.972 -3.080 0.272  C14 1.448, C16 1.393, C20 1.408
16 C 2.104 -3.882 0.140  C15 1.393, C17 1.391, H43 1.080
17 C 3.376 -3.411 0.444  C16 1.391, C18 1.375, H44 1.077
18 C 3.474 -2.116 0.894  C17 1.375, C19 1.400, O23 1.365
19 C 2.338 -1.314 1.064  C18 1.400, C20 1.367, O21 1.369
20 C 1.084 -1.763 0.757  C15 1.408, C19 1.367, H45 1.076
21 O 2.721 -0.098 1.561  C19 1.369, C22 1.411
22 C 4.131 -0.118 1.600  O21 1.411, O23 1.413, H46 1.103, H47 1.100
23 O 4.587 -1.408 1.245  C18 1.365, C22 1.413
24 C -4.060 0.039 -0.032  C9 1.422, C25 1.408, C29 1.425
25 C -5.361 -0.334 0.355  C24 1.408, C26 1.368, H48 1.079
26 C -6.180 0.564 0.983  C25 1.368, C27 1.403, H49 1.080
27 C -5.735 1.865 1.264  C26 1.403, C28 1.366, H50 1.080
28 C -4.473 2.255 0.915  C27 1.366, C29 1.411, H51 1.079
29 C -3.601 1.356 0.265  C24 1.425, C28 1.411, N30 1.344
30 N -2.358 1.780 -0.019  C7 1.308, C29 1.344
31 C 0.591 1.978 0.184  C6 1.411, O32 1.350, C34 1.385
32 O -0.059 2.158 1.354  C31 1.350, C33 1.406
33 C 0.666 2.619 2.467  O32 1.406, H52 1.089, H53 1.095, H54 1.095
34 C 1.928 2.283 -0.014  C3 1.394, C31 1.385, H55 1.077
35 H 5.607 2.423 -2.285  C1 1.089
36 H 4.595 1.028 -2.737  C1 1.095
37 H 4.163 2.669 -3.297  C1 1.094
38 H 2.290 1.226 -3.219  C4 1.078
39 H -0.066 0.713 -2.885  C5 1.080
40 H -1.210 -0.920 -1.610  C8 1.078
41 H -2.683 -4.119 -0.945  N12 1.025
42 H -0.392 -4.628 -0.454  C14 1.096
43 H 1.996 -4.892 -0.225  C16 1.080
44 H 4.252 -4.027 0.327  C17 1.077
45 H 0.210 -1.147 0.870  C20 1.076
46 H 4.530 0.624 0.889  C22 1.103
47 H 4.476 0.125 2.616  C22 1.100
48 H -5.711 -1.328 0.125  C25 1.079
49 H -7.181 0.274 1.267  C26 1.080
50 H -6.401 2.556 1.761  C27 1.080
51 H -4.103 3.246 1.124  C28 1.079
52 H -0.044 2.630 3.293  C33 1.089
53 H 1.496 1.947 2.704  C33 1.095
54 H 1.048 3.633 2.308  C33 1.095
55 H 2.529 2.723 0.764  C34 1.077